Record 1
Computed, not measured: C4H4S in the gas phase, with ωB97M-V/def2-TZVPD.

Atoms and positions in Å:
H (-1.583, 1.922, 0.189)
H (3.422, -0.113, -0.779)
S (-1.194, -0.637, -0.154)
H (-0.225, 1.433, -1.119)
C (-0.798, 1.158, -0.237)
C (1.294, -0.143, 0.224)
C (0.026, 0.229, 0.630)
H (-0.037, 0.223, 1.774)
C (2.399, -0.124, -0.218)

Results
- DFT total energy: -15044.4662 eV
- SMILES: C#C[C@H]1CS1
- Energy relative to the best compared isomer or geometry (same formula, charge and spin): 3.2131 eV
- Kohn-Sham gap: 9.89 eV

***

Record 2
Computed, not measured: a molecular structure, C19H34N2O4PmSi, with ωB97M-V/def2-TZVPD.

Atoms and positions in Å:
H (-3.401, 3.801, 0.408)
H (-5.580, -0.386, -1.580)
N (2.492, 0.339, 0.050)
C (1.528, 2.606, -0.082)
H (-1.526, 1.965, 1.774)
C (0.758, -2.595, -0.018)
O (1.716, 3.844, -0.079)
H (4.433, -2.054, -0.716)
C (-2.752, -2.857, 0.676)
C (-2.578, 1.964, 2.073)
H (0.877, -3.200, 0.901)
H (4.340, -2.038, 1.052)
H (-3.343, -1.566, -3.497)
C (4.071, 1.947, 0.084)
H (-3.411, -2.260, 3.118)
H (-5.242, -2.207, -0.140)
H (0.620, -3.348, -0.820)
H (-5.598, 1.549, 0.456)
H (-1.674, -2.665, 0.756)
H (-3.007, -3.678, 1.349)
H (-5.660, -1.084, 1.154)
C (4.883, 3.140, 0.105)
H (-1.490, 0.564, -2.534)
H (-5.304, -2.772, 1.525)
H (-2.707, 1.849, -2.472)
N (4.656, 0.686, 0.136)
C (-3.545, -1.602, 1.053)
H (3.234, 4.195, 0.000)
O (4.249, 4.314, 0.050)
C (-3.198, -1.529, -2.415)
H (-5.172, 2.708, 1.715)
H (5.655, 0.558, 0.183)
C (-5.027, -1.927, 0.888)
C (-3.242, -1.355, 2.531)
C (-2.550, 0.804, -2.715)
H (-2.191, -1.072, 2.644)
H (-3.856, 2.813, -0.974)
H (-3.870, -0.571, 2.944)
C (-3.466, 1.688, 0.856)
H (-5.132, 0.984, 2.060)
H (-2.715, 1.228, 2.861)
H (-3.878, -2.246, -1.966)
C (2.693, 1.699, 0.027)
H (-2.807, 2.947, 2.489)
C (-4.910, 0.249, -2.153)
H (-2.747, 0.673, -3.782)
Si (-2.824, -0.020, 0.023)
H (-5.153, 0.129, -3.213)
C (-4.930, 1.729, 1.294)
C (-3.210, 2.853, -0.100)
O (0.394, 2.046, -0.179)
O (6.111, 3.068, 0.170)
Pm (0.031, -0.269, -0.080)
H (-2.168, 2.851, -0.416)
H (2.826, -2.165, 0.080)
C (3.846, -1.716, 0.136)
H (-5.107, 1.283, -1.885)
H (-2.168, -1.831, -2.194)
C (3.669, -0.242, 0.112)
H (-2.963, -3.181, -0.338)
C (-3.451, -0.117, -1.887)

Results
- DFT total energy: -55857.3651 eV
- Spin multiplicity: 5
- Kohn-Sham gap (spin up / spin down): 4.41 / 4.97 eV
- Total charge: -1

***

Record 3
Computed, not measured: 2 unconnected molecules or ions with the total composition C5H13PS, with ωB97M-V/def2-TZVPD.

Atoms and positions in Å:
C (1.952, 2.227, 0.228)
H (-2.316, -1.300, -1.052)
H (-1.237, 1.202, 1.451)
S (-0.537, 1.068, -1.386)
H (-0.696, -1.743, -1.614)
H (-1.282, -2.324, -0.047)
C (0.648, -0.521, 0.477)
H (1.095, 2.730, 0.619)
H (2.126, 2.225, -0.826)
H (-1.749, -0.451, 1.819)
H (0.895, -0.133, 1.453)
H (2.757, 1.973, 0.886)
C (-1.638, 0.286, 1.025)
H (2.811, -1.459, 0.475)
H (-2.621, 0.501, 0.611)
C (-1.290, -1.483, -0.739)
H (-1.732, 0.880, -1.951)
P (1.976, -1.059, -0.565)
H (1.546, -2.373, -0.810)
C (-0.706, -0.247, -0.056)

Results
- DFT total energy: -25515.7700 eV
- Energy relative to the best compared isomer or geometry (same formula, charge and spin): 5.1549 eV
- Kohn-Sham gap (spin up / spin down): 7.87 / 8.28 eV

***

Record 4
Computed, not measured: 2 unconnected molecules or ions with the total composition ClH2PS, with ωB97M-V/def2-TZVPD.

Atoms and positions in Å:
H (2.358, -0.192, 3.863)
S (-2.001, 1.496, -2.488)
P (-0.841, 0.156, -1.674)
H (-1.041, -0.913, -2.652)
Cl (1.525, -0.547, 2.951)

Results
- DFT total energy: -32678.0920 eV
- SMILES: P=S.Cl
- Energy relative to the best compared isomer or geometry (same formula, charge and spin): 1.1739 eV
- Kohn-Sham gap: 7.38 eV

***

Record 5
Computed, not measured: a molecular structure, C28H46BN7STi, with ωB97M-V/def2-TZVPD.

Atoms and positions in Å:
C (2.865, 0.120, -1.734)
H (-0.804, 0.846, -4.112)
H (-0.618, -3.831, 1.229)
H (-2.105, 1.642, -4.997)
N (-0.036, 0.246, 1.533)
C (3.312, 1.128, -2.749)
N (-0.980, -0.981, -0.458)
C (-1.916, -1.887, -0.775)
H (2.696, 2.843, -1.542)
H (0.193, -1.984, 1.180)
C (2.315, 1.256, -3.897)
H (0.071, -0.323, 4.763)
H (3.838, 3.236, -2.797)
H (2.694, 1.940, -4.656)
H (3.232, -3.659, 2.443)
C (-2.731, -1.339, -1.764)
H (-0.363, 2.244, 4.089)
C (-3.211, -3.112, 0.957)
H (2.529, -2.040, 2.461)
H (-4.535, 1.454, -4.079)
H (-4.821, 0.744, -2.486)
H (4.254, 0.753, -3.152)
C (-0.486, -2.064, 3.684)
C (3.145, -2.761, 0.502)
C (2.704, -1.536, -0.262)
H (4.378, 2.396, -1.333)
H (-4.355, -0.282, -3.854)
H (-2.297, -0.905, 5.258)
C (-0.263, 0.417, 2.854)
C (-1.873, 0.814, -4.325)
H (-2.817, -2.509, 1.777)
C (-2.039, -0.263, 4.415)
H (-3.460, -4.099, 1.352)
H (-1.152, -2.390, 2.886)
C (-0.609, -0.573, 3.945)
H (-4.131, -2.641, 0.607)
H (0.525, -2.364, 3.440)
H (0.899, 5.690, 2.446)
H (1.778, 4.233, 2.922)
N (1.664, 0.206, -1.132)
H (-0.780, -2.594, 4.591)
H (-3.580, -1.822, -2.220)
H (0.208, 4.606, 3.650)
C (0.075, 3.884, 1.609)
H (1.362, 1.677, -3.567)
B (0.187, -0.982, 0.578)
H (1.933, -4.224, -0.558)
H (-1.921, 4.451, 2.248)
H (0.677, 3.998, 0.706)
S (-0.632, 3.448, -2.366)
H (1.593, -3.424, 1.860)
H (4.535, -1.289, -1.470)
C (-0.226, 1.785, 3.123)
C (2.984, -4.015, -0.364)
C (3.543, -0.956, -1.212)
N (-1.171, 0.149, -1.231)
N (1.556, -0.826, -0.218)
C (-2.185, -3.244, -0.176)
H (2.111, 0.292, -4.366)
N (0.095, 1.490, 0.956)
C (-2.722, 0.905, -3.053)
C (-0.009, 2.423, 1.920)
H (-2.677, -3.779, -0.991)
H (4.219, -2.595, 0.616)
H (-2.079, -0.121, -4.850)
H (-0.168, -3.999, -0.473)
C (0.787, 4.643, 2.725)
H (3.406, -4.877, 0.155)
H (-1.844, 3.933, 0.562)
C (3.578, 2.470, -2.069)
H (3.494, -3.910, -1.322)
C (2.582, -2.973, 1.897)
C (-0.988, -4.091, 0.239)
H (-2.626, 1.903, -2.626)
H (-1.289, -5.139, 0.270)
H (-2.752, -0.456, 3.610)
C (-2.239, -0.080, -2.031)
C (-1.313, 4.475, 1.341)
N (1.508, 5.147, -1.551)
H (-1.218, 5.513, 1.020)
C (0.640, 4.466, -1.899)
H (-2.158, 0.774, 4.728)
C (-4.197, 0.689, -3.379)
Ti (0.209, 1.605, -1.054)

Results
- DFT total energy: -74839.8190 eV
- Spin multiplicity: 2
- Kohn-Sham gap (spin up / spin down): 8.05 / 8.82 eV
- Total charge: +1

***

Record 6
Computed, not measured: C3H2N2O2 in the gas phase, with ωB97M-V/def2-TZVPD.

Atoms and positions in Å:
H (-1.147, 2.196, 0.326)
O (2.627, -0.099, -0.371)
H (-1.371, -2.209, -0.248)
O (-1.369, -0.030, -0.455)
C (-0.762, -1.094, 0.032)
N (0.554, -1.134, 0.493)
N (0.636, 1.248, 0.270)
C (1.444, -0.067, -0.057)
C (-0.613, 1.189, 0.011)

Results
- DFT total energy: -10215.0325 eV
- SMILES: O=c1ncocn1
- Energy relative to the best compared isomer or geometry (same formula, charge and spin): 3.1566 eV
- Kohn-Sham gap: 9.69 eV

***

Record 7
Computed, not measured: a molecular structure, C21H14BrIrN3O4S, with ωB97M-V/def2-TZVPD.

Atoms and positions in Å:
H (-2.290, -0.107, 4.609)
C (-2.910, 1.165, 1.549)
H (-2.015, 1.533, -3.039)
H (1.718, -1.279, -4.675)
C (0.894, -0.665, -4.339)
H (-3.779, 1.542, 3.469)
C (-2.216, 0.068, 3.551)
S (-2.777, -5.049, -0.546)
O (1.398, -0.448, -7.237)
H (-0.658, -1.385, 3.251)
Ir (0.219, -1.624, 0.059)
C (-0.483, 0.096, -2.499)
O (1.856, -1.903, 1.278)
C (0.578, -0.668, -2.996)
H (2.155, 3.380, 4.138)
O (2.406, -2.619, 3.314)
C (2.757, 1.372, 4.589)
H (3.155, -0.735, 4.828)
C (0.154, 0.122, -5.221)
N (-1.177, -0.481, 1.491)
H (-1.452, 1.504, -5.422)
H (-2.496, 1.116, -1.118)
C (2.179, 2.357, 3.798)
C (-0.894, 0.899, -4.722)
C (1.694, 0.704, 2.135)
C (2.749, 0.040, 4.198)
C (-1.213, 0.900, -3.385)
O (-0.303, 0.949, -7.377)
H (1.910, -0.987, -6.620)
C (2.161, -1.750, 2.511)
C (1.651, 2.018, 2.565)
Br (3.571, 1.854, 6.236)
C (-1.951, 0.422, 0.852)
C (2.207, -0.284, 2.962)
H (-3.535, 1.857, 1.010)
C (-1.668, -3.934, -0.598)
C (-1.751, 0.561, -0.559)
C (-3.044, 0.983, 2.910)
N (-0.856, -3.075, -0.694)
C (-1.303, -0.648, 2.797)
H (1.214, 2.773, 1.930)
H (1.153, -1.270, -2.291)
C (0.394, 0.242, -6.705)
H (1.322, 0.446, 1.145)
N (-0.724, 0.008, -1.133)

Results
- DFT total energy: -118372.1545 eV
- Energy relative to the best compared isomer or geometry (same formula, charge and spin): 3.7252 eV
- Kohn-Sham gap (spin up / spin down): 5.60 / 5.39 eV
- Total charge: +1

***

Record 8
Computed, not measured: a gas-phase ion, C6H7O4S (charge -1), with ωB97M-V/def2-TZVPD.

Atoms and positions in Å:
O (2.814, 0.056, -0.858)
C (-2.456, 0.726, -0.516)
O (0.185, -0.019, 1.267)
C (1.815, 0.283, -0.278)
H (-0.706, 1.565, -1.376)
H (2.229, -2.214, 1.569)
H (-2.428, 1.593, 0.194)
H (0.739, -2.789, 0.648)
H (-2.929, -0.064, 0.010)
C (0.983, -0.710, 0.480)
O (1.191, 1.429, -0.198)
H (2.224, -2.079, -0.090)
C (1.567, -2.057, 0.758)
S (-0.309, -0.794, -1.271)
O (-0.657, 2.172, 1.174)
C (-1.014, 0.744, -0.718)
H (-3.110, 0.979, -1.351)
C (-0.139, 1.180, 0.557)

Results
- DFT total energy: -25361.5142 eV
- SMILES: C[C@@H]1S[C@]2(C)O[C@@]1([O-])OC2=O
- Energy relative to the best compared isomer or geometry (same formula, charge and spin): 0.0000 eV
- Kohn-Sham gap: 8.07 eV
- Total charge: -1

***

Record 9
Computed, not measured: 2 unconnected molecules or ions with the total composition C6H10FN3O2, with ωB97M-V/def2-TZVPD.

Atoms and positions in Å:
C (0.252, -1.149, 0.475)
C (-0.731, 1.167, -2.090)
H (-2.301, 0.119, 3.701)
C (-1.642, -0.731, 3.653)
H (2.226, -0.313, -0.154)
C (1.546, -0.364, 0.737)
O (-0.793, -0.533, 2.504)
C (-0.461, -1.578, 1.834)
H (-1.997, -1.755, 3.616)
N (-0.282, -1.299, -0.633)
H (3.025, -0.738, -3.396)
N (1.476, 0.545, -2.536)
O (-0.758, -2.738, 1.996)
H (-1.132, -1.784, -0.557)
H (-0.937, 0.650, -2.955)
F (2.040, -0.798, 1.914)
H (1.399, 0.727, 0.799)
N (0.719, 1.261, -1.817)
C (2.299, -0.301, -2.795)
H (-1.155, -0.695, 4.748)
H (-1.101, 0.628, -1.236)
H (-1.036, 2.243, -1.979)

Results
- DFT total energy: -17661.4636 eV
- Energy relative to the best compared isomer or geometry (same formula, charge and spin): 5.9509 eV
- Kohn-Sham gap: 8.85 eV

***

Record 10
Computed, not measured: 23 unconnected molecules or ions with the total composition C6H56BNO26, with ωB97M-V/def2-TZVPD.

Atoms and positions in Å:
O (3.179, -4.803, -3.914)
H (-7.230, 0.739, 1.318)
H (8.197, 2.182, 0.238)
N (3.867, 0.629, 1.939)
C (1.897, 2.322, 2.479)
O (-1.936, -0.635, -2.138)
O (-1.588, 0.287, 3.159)
H (-9.320, -0.741, 4.951)
H (-10.030, -0.780, 7.391)
O (-1.147, 4.262, 1.727)
H (0.952, 1.708, 0.395)
H (-4.754, 0.687, -1.426)
H (5.187, -2.378, 4.229)
H (6.090, -6.395, -4.013)
O (-1.454, -0.426, 0.761)
H (1.862, 3.275, 3.186)
O (-4.663, 3.278, -7.727)
H (3.143, -3.309, 4.776)
H (1.328, 3.568, 0.557)
O (-7.035, 0.541, 2.246)
H (-6.202, 1.007, 2.415)
O (4.766, -1.737, 3.637)
H (5.272, -0.284, 0.655)
H (-8.049, -0.433, 4.163)
C (3.482, 2.094, 2.009)
H (3.695, 2.685, 0.996)
H (3.652, -7.761, -7.664)
H (2.908, -7.902, -6.338)
O (0.720, 3.662, -1.842)
H (0.044, -2.960, -0.789)
H (4.685, -2.472, -0.964)
C (-0.575, 2.908, 1.758)
H (-0.471, 2.707, 2.928)
H (0.385, 4.042, -2.668)
O (-5.573, 0.686, -6.142)
H (-8.531, -0.850, 0.182)
H (3.543, 0.179, 2.825)
H (3.453, 0.158, 1.100)
O (-0.201, -3.029, 0.146)
O (3.696, -3.978, 5.207)
H (7.952, 2.473, -1.241)
O (7.776, 2.823, -0.354)
O (-4.425, 1.019, -3.239)
H (-4.561, 2.921, -8.622)
H (1.474, 1.423, 3.108)
H (3.657, -2.741, -2.061)
O (3.657, -7.444, -6.748)
O (4.752, 2.729, -0.918)
O (8.835, 3.280, -2.912)
H (-2.174, 3.965, 3.685)
H (5.543, -0.242, -0.847)
O (-4.812, 0.771, -0.463)
O (-10.735, -0.416, 6.835)
H (-11.394, -0.099, 7.470)
H (0.472, -3.228, 6.123)
H (-2.086, 0.314, -2.261)
H (9.081, 3.349, -3.847)
C (-1.874, 2.084, 1.191)
H (-4.602, -0.118, -0.138)
H (5.062, -6.664, -5.110)
O (-8.523, -1.160, 4.594)
H (-3.235, 4.904, 2.461)
H (-4.214, 0.130, -2.914)
H (-0.534, -2.146, 0.366)
H (-4.367, 0.935, -4.202)
O (-2.907, 2.735, 2.062)
H (-1.784, -0.727, -1.185)
H (8.502, 4.163, -2.692)
H (4.557, 2.927, -1.846)
H (4.201, 2.584, 2.825)
H (1.216, -3.087, 4.797)
C (-1.605, 0.532, 1.684)
H (-2.201, 2.228, 0.062)
H (-8.125, -0.450, -1.235)
O (5.257, -6.862, -4.182)
O (-8.227, -0.092, -0.340)
H (0.113, 4.000, -1.166)
H (5.585, 3.196, -0.749)
C (0.922, 2.621, 1.154)
O (5.879, -0.622, -0.021)
H (-4.967, 2.520, -7.205)
H (-6.323, 0.228, -5.733)
O (3.852, -2.939, -1.133)
O (1.221, -2.770, 5.713)
H (-5.578, 0.370, -7.058)
H (2.404, -5.063, -3.395)
H (4.942, -2.087, 2.750)
B (-2.405, 4.075, 2.529)
H (3.586, -3.798, 6.153)
H (3.912, -5.278, -3.496)

Results
- DFT total energy: -62529.8906 eV
- Kohn-Sham gap: 3.44 eV
- Total charge: -2

***

Record 11
Computed, not measured: a molecular structure, C30H27N4O2RuS, with ωB97M-V/def2-TZVPD.

Atoms and positions in Å:
H (-0.851, 3.487, 4.664)
S (-2.508, 0.271, 1.125)
H (4.417, -1.883, -0.064)
C (2.761, 1.221, -2.622)
H (1.348, 3.367, 2.177)
H (-2.516, -3.014, -3.673)
C (3.832, 1.525, -1.786)
C (0.298, 0.477, -2.745)
C (-2.672, -1.027, -2.891)
H (2.802, 1.349, -3.694)
H (-0.960, -2.222, -3.403)
N (-2.114, -2.480, 0.624)
H (-5.689, 0.391, -3.533)
C (2.561, -2.493, 0.807)
C (0.286, 0.759, 3.023)
C (-0.906, 1.483, 5.422)
N (1.523, 0.623, -0.723)
H (0.099, -2.273, 4.581)
H (-0.055, 2.850, 1.243)
N (-0.676, 0.026, -1.905)
C (-1.943, 2.551, -1.806)
O (2.955, 1.156, 2.403)
H (-2.630, 3.389, -1.692)
H (-1.151, 2.854, -2.495)
C (-0.611, 2.447, 4.473)
Ru (-0.238, -0.468, 0.130)
H (1.303, -1.814, 3.369)
H (0.607, -3.205, 1.378)
H (-4.508, -1.772, -3.691)
C (2.142, 0.836, 1.555)
C (-0.611, 0.156, 5.163)
C (3.392, -2.179, -0.253)
C (-3.989, 1.426, -2.733)
H (1.234, -2.660, -2.822)
H (-0.843, -0.606, 5.898)
C (0.766, -2.954, -0.744)
C (2.512, 0.928, 0.094)
C (-1.968, -2.349, -3.007)
H (4.757, 1.891, -2.213)
C (0.270, -1.671, 3.689)
C (1.606, -2.612, -1.807)
H (-0.230, 4.091, 2.491)
C (-2.394, -1.370, 0.869)
H (-0.230, -3.330, -0.929)
C (-4.657, 0.311, -3.216)
H (2.933, -2.439, 1.822)
N (0.857, 0.415, 1.758)
C (1.598, 0.760, -2.033)
C (0.276, 3.161, 2.238)
H (-4.499, 2.380, -2.672)
H (-1.370, 1.764, 6.359)
C (-0.016, 2.104, 3.266)
C (2.915, -2.239, -1.561)
H (4.513, 1.651, 0.276)
C (-2.667, 1.339, -2.321)
H (-1.903, -2.837, -2.033)
O (0.206, 0.677, -3.943)
C (-3.996, -0.902, -3.298)
C (-2.019, 0.100, -2.393)
H (-1.477, 2.356, -0.836)
C (-0.019, -0.224, 3.964)
H (-0.385, -2.058, 2.905)
C (1.246, -2.893, 0.564)
C (3.716, 1.391, -0.406)
H (3.569, -1.990, -2.387)

Results
- DFT total energy: -55020.5321 eV
- Spin multiplicity: 6
- Energy relative to the best compared isomer or geometry (same formula, charge and spin): 0.0680 eV
- Kohn-Sham gap (spin up / spin down): 7.69 / 6.43 eV

***

> Which value of DFT total energy does entry 3 give?

-25515.7700 eV